The following is a DFT calculation (the ωB97M-V functional and the def2-TZVPD basis) of a structure of composition C50H75CrO28 in a non-equilibrium geometry.

LUMO level (alpha / beta) in eV: -0.77 / -0.13
Multiplicity: 4
Kohn-Sham gap (alpha / beta) in eV: 8.02 / 9.31
Total charge: 0

Positions of all 154 atoms, in Å:
Cr -0.08 -0.65 -0.02
C 2.42 -3.26 -2.14
C 1.55 -2.23 -1.43
O 1.77 -1.03 -1.18
O 0.41 -2.43 -1.06
H 2.00 -3.61 -3.08
H 2.59 -4.17 -1.56
H 3.35 -2.74 -2.36
C -2.96 -0.07 -2.95
C -2.08 -0.18 -1.77
O -2.23 -1.02 -0.83
O -0.96 0.33 -1.74
H -3.78 0.64 -2.80
H -3.49 -0.99 -3.21
H -2.46 0.22 -3.87
C -0.20 2.97 2.06
C -0.03 1.59 1.33
O -0.82 0.65 1.48
O 0.75 1.26 0.40
H -0.50 2.71 3.07
H -1.00 3.46 1.49
H 0.69 3.60 2.07
O 5.02 5.85 1.97
C 4.91 4.66 1.78
O 3.72 4.08 1.55
C 3.73 2.66 1.31
C 5.10 2.35 1.97
C 5.96 3.60 1.70
H 3.68 2.49 0.24
H 2.84 2.21 1.75
H 5.50 1.38 1.68
H 4.93 2.25 3.04
H 6.30 3.57 0.66
H 6.79 3.83 2.36
O 1.44 -1.26 1.50
C 2.47 -1.52 2.14
O 3.60 -0.84 2.10
C 4.59 -1.29 3.02
C 4.06 -2.63 3.53
C 2.60 -2.62 3.25
H 4.73 -0.55 3.82
H 5.52 -1.51 2.51
H 4.25 -2.68 4.60
H 4.59 -3.45 3.04
H 2.03 -2.25 4.11
H 2.16 -3.56 2.92
O -4.00 -0.85 3.59
C -4.22 0.11 2.86
O -3.72 1.31 3.09
C -3.95 2.24 2.10
C -4.34 1.36 0.92
C -4.96 0.14 1.57
H -3.03 2.83 2.05
H -4.73 2.90 2.48
H -3.44 1.18 0.33
H -4.96 2.03 0.32
H -4.91 -0.78 0.98
H -6.03 0.11 1.80
O -3.81 -6.21 -0.77
C -3.05 -5.96 -1.70
O -2.43 -6.94 -2.37
C -1.67 -6.38 -3.43
C -1.38 -4.93 -3.01
C -2.64 -4.63 -2.17
H -2.23 -6.46 -4.36
H -0.76 -6.95 -3.60
H -1.45 -4.33 -3.91
H -0.42 -4.86 -2.51
H -3.44 -4.20 -2.79
H -2.37 -3.92 -1.39
O 2.82 0.25 5.41
C 1.61 0.09 5.54
O 0.83 0.44 4.53
C -0.58 0.30 4.84
C -0.64 -0.15 6.27
C 0.76 -0.44 6.61
H -1.10 -0.40 4.19
H -1.00 1.31 4.77
H -1.22 -1.06 6.40
H -1.02 0.63 6.93
H 0.81 -1.53 6.64
H 1.17 0.14 7.44
O 4.17 2.62 -5.25
C 3.69 2.82 -4.16
O 2.68 2.09 -3.69
C 2.25 2.55 -2.41
C 2.80 3.91 -2.27
C 4.04 3.93 -3.19
H 2.67 1.90 -1.64
H 1.18 2.46 -2.25
H 3.07 4.14 -1.24
H 2.13 4.70 -2.62
H 5.01 3.71 -2.76
H 4.07 4.82 -3.82
O -0.77 4.47 -4.55
C -0.42 3.40 -5.10
O -0.90 2.15 -4.68
C -0.27 1.06 -5.32
C 0.68 1.66 -6.32
C 0.64 3.20 -6.11
H -1.03 0.42 -5.77
H 0.27 0.49 -4.56
H 0.28 1.39 -7.31
H 1.68 1.23 -6.25
H 0.53 3.71 -7.06
H 1.60 3.56 -5.75
O -4.68 4.80 0.54
C -3.79 4.96 -0.28
O -4.01 4.51 -1.56
C -2.80 4.37 -2.24
C -1.70 4.68 -1.19
C -2.37 5.45 -0.09
H -2.78 5.06 -3.09
H -2.73 3.39 -2.71
H -0.97 5.33 -1.68
H -1.33 3.72 -0.85
H -2.38 6.51 -0.35
H -2.01 5.18 0.90
O -0.96 -2.14 1.34
C -1.63 -2.77 2.17
O -1.28 -2.67 3.47
C -2.04 -3.66 4.20
C -2.37 -4.70 3.26
C -2.53 -3.95 1.96
H -2.99 -3.25 4.56
H -1.47 -3.96 5.07
H -3.28 -5.24 3.53
H -1.59 -5.46 3.31
H -3.57 -3.64 1.90
H -2.32 -4.53 1.06
O -6.60 -0.13 -1.62
C -6.58 -1.28 -1.21
O -7.60 -1.80 -0.52
C -7.38 -3.12 -0.13
C -5.88 -3.48 -0.42
C -5.51 -2.32 -1.36
H -8.07 -3.81 -0.61
H -7.53 -3.21 0.95
H -5.84 -4.42 -0.97
H -5.27 -3.47 0.49
H -5.60 -2.74 -2.37
H -4.49 -1.95 -1.38
O 6.66 2.20 -1.46
C 6.57 1.01 -1.10
O 7.57 0.39 -0.54
C 7.09 -0.82 0.01
C 5.73 -1.09 -0.69
C 5.28 0.26 -1.15
H 6.86 -0.79 1.07
H 7.78 -1.62 -0.25
H 5.10 -1.54 0.08
H 5.85 -1.86 -1.44
H 4.56 0.64 -0.44
H 4.91 0.32 -2.18

---

The following is a DFT calculation (the ωB97M-V functional and the def2-TZVPD basis) of a cluster of 7 separate species, C50H75F19IN3O19PS2 in total in a non-equilibrium geometry.

LUMO level in eV: -2.86
Multiplicity: 1
Kohn-Sham gap in eV: 7.28
Total charge: +1

Positions of all 170 atoms, in Å:
C -4.42 3.85 5.06
C -3.99 2.67 4.09
C -5.16 2.31 3.11
C -4.74 1.28 2.00
O -4.56 -0.03 2.57
C -3.75 -0.86 1.75
F -4.09 -2.17 2.14
C -2.28 -0.58 2.17
N -1.24 -0.80 1.10
C -1.00 -2.22 0.73
C -0.97 -3.28 1.88
C 0.07 -3.07 3.04
I -0.44 -4.55 4.58
S 0.20 0.08 1.74
C 1.73 -0.79 1.28
C 2.87 0.30 1.14
O 2.65 1.45 0.95
O 4.16 -0.16 1.32
C 4.50 -1.15 0.33
C 4.69 -0.58 -1.12
C 6.09 -1.02 -1.71
O 3.63 -1.13 -1.95
C 3.59 -0.54 -3.21
O 4.15 -1.01 -4.15
C 2.73 0.76 -3.45
S 3.49 2.29 -2.77
C -1.70 0.09 -0.06
C -0.60 0.31 -1.17
C -0.11 1.82 -1.17
C -1.29 2.79 -1.61
C -0.78 4.25 -1.33
N -1.22 4.77 -0.03
C -2.45 4.61 0.61
C -2.39 5.35 1.83
C -1.05 5.96 1.94
C -0.37 5.54 0.73
C -3.14 -0.22 -0.59
P -3.30 -1.38 -2.09
O -1.90 -2.20 -2.47
O -3.88 -0.53 -3.43
N -4.13 -0.71 0.37
H -5.23 3.54 5.77
H -3.57 4.21 5.69
H -4.80 4.74 4.49
H -3.72 1.82 4.78
H -3.07 3.06 3.56
H -5.44 3.26 2.58
H -6.06 1.99 3.68
H -5.53 1.29 1.20
H -3.77 1.64 1.56
H -2.21 0.50 2.46
H -2.06 -1.13 3.12
H -0.12 -2.39 0.07
H -1.88 -2.53 0.10
H -1.97 -3.45 2.36
H -0.71 -4.26 1.40
H 1.13 -3.29 2.78
H -0.05 -2.09 3.56
H 2.10 -1.50 2.06
H 1.72 -1.33 0.31
H 5.50 -1.56 0.64
H 3.82 -2.04 0.29
H 4.68 0.53 -1.04
H 6.47 -0.20 -2.37
H 6.87 -1.16 -0.92
H 6.02 -1.95 -2.33
H 2.59 0.94 -4.55
H 1.72 0.53 -3.04
H 3.16 2.37 -1.44
H -1.78 1.11 0.42
H -0.99 0.15 -2.21
H 0.27 -0.39 -1.08
H 0.20 2.16 -0.15
H 0.77 1.98 -1.84
H -1.42 2.63 -2.71
H -2.24 2.54 -1.07
H -1.24 4.90 -2.12
H 0.33 4.29 -1.45
H -3.25 4.00 0.15
H -3.22 5.44 2.56
H -0.65 6.61 2.75
H 0.68 5.83 0.53
H -3.54 0.77 -0.96
H -1.95 -3.12 -2.16
H -4.83 -0.74 -3.50
H -4.64 -1.54 0.01
C 4.13 -2.99 -6.64
C 4.99 -3.90 -5.79
O 5.01 -5.23 -6.32
C 5.89 -5.46 -7.31
O 6.63 -4.64 -7.77
C 5.83 -6.93 -7.73
F 4.56 -7.37 -7.85
F 6.44 -7.72 -6.83
F 6.42 -7.14 -8.91
H 3.13 -3.42 -6.77
H 4.04 -2.01 -6.19
H 4.55 -2.88 -7.64
H 4.55 -3.97 -4.79
H 6.00 -3.50 -5.67
C 9.33 4.07 -1.59
C 8.66 5.39 -1.95
O 7.23 5.24 -1.97
C 6.61 5.32 -0.80
O 7.15 5.49 0.26
C 5.09 5.19 -0.98
F 4.76 4.20 -1.84
F 4.56 6.32 -1.48
F 4.45 4.94 0.16
H 9.00 3.28 -2.27
H 10.41 4.17 -1.65
H 9.06 3.76 -0.58
H 8.96 5.69 -2.95
H 8.95 6.19 -1.26
C 2.74 -7.50 -4.11
C 2.13 -6.20 -4.59
O 0.69 -6.27 -4.57
C 0.11 -6.04 -3.40
O 0.69 -5.78 -2.38
C -1.41 -6.10 -3.54
F -1.81 -7.15 -4.27
F -1.89 -5.00 -4.15
F -2.03 -6.20 -2.36
H 2.36 -8.34 -4.70
H 3.83 -7.47 -4.20
H 2.48 -7.69 -3.07
H 2.43 -6.02 -5.62
H 2.48 -5.35 -4.00
C -10.70 -0.55 6.21
C -11.02 0.59 5.27
O -10.64 1.85 5.84
C -9.36 2.19 5.71
O -8.53 1.52 5.16
C -9.11 3.57 6.33
F -9.70 3.71 7.52
F -9.58 4.55 5.54
F -7.80 3.81 6.51
H -11.16 -0.39 7.19
H -11.06 -1.50 5.81
H -9.62 -0.64 6.37
H -12.10 0.64 5.11
H -10.56 0.45 4.29
C -6.93 -6.68 -1.82
C -7.59 -5.53 -2.56
O -8.13 -4.57 -1.63
C -7.26 -3.68 -1.14
O -6.10 -3.63 -1.42
C -7.98 -2.70 -0.21
F -8.83 -3.32 0.63
F -8.70 -1.81 -0.91
F -7.12 -2.00 0.55
H -7.63 -7.13 -1.11
H -6.60 -7.45 -2.52
H -6.07 -6.34 -1.25
H -8.43 -5.90 -3.14
H -6.90 -5.05 -3.25
C 6.19 5.73 3.58
C 7.64 5.32 3.51
O 8.34 5.72 4.70
C 8.23 4.90 5.75
O 7.59 3.88 5.76
C 9.06 5.42 6.92
F 8.91 6.74 7.10
F 10.37 5.20 6.73
F 8.73 4.83 8.08
H 6.10 6.80 3.78
H 5.67 5.49 2.65
H 5.67 5.21 4.39
H 8.12 5.83 2.68
H 7.75 4.24 3.33

---

The following is a DFT calculation (the ωB97M-V functional and the def2-TZVPD basis) of a structure of composition C50H76NO8P2SSeW in a non-equilibrium geometry.

LUMO level (alpha / beta) in eV: -3.45 / -3.45
Multiplicity: 1
Kohn-Sham gap (alpha / beta) in eV: 5.65 / 5.65
Total charge: +1

Positions of all 140 atoms, in Å:
W -0.09 -0.70 0.01
C -7.62 -0.78 -1.28
C -6.82 0.02 -2.32
C -6.82 -0.75 -3.65
C -7.52 1.36 -2.53
C -5.38 0.18 -1.86
C -4.67 -0.95 -1.48
C -3.36 -0.82 -1.05
Se -2.26 -2.27 -0.45
C -0.04 -1.42 -2.11
C -0.16 -2.50 -2.97
C 0.93 -2.94 -3.73
C 2.10 -2.20 -3.66
C 2.27 -1.10 -2.84
C 1.19 -0.72 -2.02
O 1.19 0.26 -1.09
C 3.59 -0.33 -2.74
C 3.31 1.16 -2.98
C 4.14 -0.57 -1.33
C 4.63 -0.79 -3.76
C 0.80 -4.24 -4.50
C 0.42 -5.36 -3.51
C -0.30 -4.11 -5.56
C 2.11 -4.65 -5.18
C -2.72 0.43 -1.00
O -1.47 0.43 -0.53
C -3.42 1.58 -1.42
C -4.73 1.41 -1.82
C -2.74 2.94 -1.39
C -3.57 4.05 -2.05
C -2.51 3.33 0.07
C -1.40 2.87 -2.14
H -8.66 -0.84 -1.59
H -7.57 -0.29 -0.31
H -7.23 -1.78 -1.17
H -7.83 -0.84 -4.03
H -6.40 -1.74 -3.52
H -6.22 -0.22 -4.39
H -8.55 1.19 -2.83
H -7.05 1.94 -3.32
H -7.53 1.95 -1.62
H -5.10 -1.94 -1.51
H -1.10 -3.03 -3.03
H 2.94 -2.51 -4.27
H 2.55 1.53 -2.30
H 2.97 1.30 -4.00
H 4.22 1.74 -2.84
H 3.39 -0.32 -0.59
H 5.03 0.04 -1.17
H 4.42 -1.61 -1.20
H 4.27 -0.67 -4.78
H 4.93 -1.83 -3.60
H 5.52 -0.18 -3.64
H -0.56 -5.21 -3.08
H 1.15 -5.40 -2.70
H 0.43 -6.32 -4.02
H -1.25 -3.82 -5.11
H -0.44 -5.06 -6.07
H -0.03 -3.35 -6.29
H 2.90 -4.79 -4.44
H 2.43 -3.92 -5.91
H 1.97 -5.60 -5.69
H -5.28 2.29 -2.12
H -4.50 4.23 -1.51
H -3.80 3.80 -3.09
H -3.00 4.97 -2.04
H -3.45 3.36 0.61
H -2.05 4.32 0.13
H -1.85 2.62 0.57
H -1.56 2.60 -3.18
H -0.72 2.14 -1.70
H -0.92 3.85 -2.12
C 5.75 1.66 2.48
C 4.52 1.11 1.76
C 3.82 2.17 0.95
O 3.66 0.59 2.81
P 2.33 -0.24 2.65
O 1.91 -0.49 1.24
C 1.11 0.69 3.63
P 0.26 1.82 2.50
O 0.10 1.27 1.13
O 1.19 3.10 2.54
C 0.82 4.32 1.85
C 1.58 5.45 2.53
C 1.13 4.26 0.36
O -1.18 2.21 3.01
C -1.68 2.61 4.30
C -1.65 1.47 5.31
C -0.96 3.83 4.85
O 2.44 -1.53 3.54
C 3.56 -2.44 3.67
C 4.36 -2.56 2.39
C 4.41 -1.99 4.85
H 6.46 2.06 1.76
H 6.24 0.87 3.05
H 5.46 2.45 3.17
H 4.81 0.27 1.12
H 3.57 3.02 1.59
H 2.90 1.78 0.51
H 4.47 2.51 0.15
H 1.64 1.23 4.40
H 0.42 -0.02 4.09
H -0.26 4.45 1.99
H 2.65 5.34 2.38
H 1.38 5.46 3.60
H 1.27 6.40 2.10
H 2.20 4.31 0.18
H 0.66 5.12 -0.13
H 0.74 3.35 -0.07
H -2.72 2.86 4.08
H -0.66 1.38 5.76
H -1.93 0.53 4.84
H -2.37 1.68 6.10
H 0.10 3.61 4.97
H -1.38 4.08 5.82
H -1.08 4.69 4.19
H 3.08 -3.40 3.89
H 4.98 -1.67 2.24
H 3.70 -2.69 1.54
H 5.02 -3.42 2.45
H 4.80 -1.00 4.65
H 5.22 -2.69 5.00
H 3.80 -1.95 5.75
S 1.20 -4.52 2.25
C 2.02 -4.63 0.73
C 1.70 -3.60 -0.11
C 0.79 -2.64 0.42
C 0.45 -3.02 1.73
C -0.47 -2.28 2.51
C -1.11 -2.72 3.67
C -2.24 -2.09 4.13
C -2.76 -1.01 3.37
C -2.06 -0.53 2.31
N -0.84 -1.04 1.89
H 2.68 -5.46 0.55
H 2.12 -3.53 -1.10
H -0.72 -3.60 4.15
H -2.79 -2.46 4.98
H -3.72 -0.58 3.60
H -2.43 0.30 1.72